(1)
{
  "formula": "C54H120N6O4S",
  "method": "wB97M-V/def2-TZVPD",
  "e_lumo_ev": -7.08,
  "spin_multiplicity": 1,
  "total_charge": 4,
  "relative_energy_ev": 0.000,
  "e_homo_ev": -15.334,
  "species": ["S", "O", "O", "O", "O", "C", "C", "C", "N", "C", "C", "C", "C", "C", "C", "H", "H", "H", "H", "H", "H", "H", "H", "H", "H", "H", "H", "H", "H", "H", "H", "H", "H", "H", "H", "C", "C", "C", "N", "C", "C", "C", "C", "C", "C", "H", "H", "H", "H", "H", "H", "H", "H", "H", "H", "H", "H", "H", "H", "H", "H", "H", "H", "H", "H", "C", "C", "C", "N", "C", "C", "C", "C", "C", "C", "H", "H", "H", "H", "H", "H", "H", "H", "H", "H", "H", "H", "H", "H", "H", "H", "H", "H", "H", "H", "C", "C", "C", "N", "C", "C", "C", "C", "C", "C", "H", "H", "H", "H", "H", "H", "H", "H", "H", "H", "H", "H", "H", "H", "H", "H", "H", "H", "H", "H", "C", "C", "C", "N", "C", "C", "C", "C", "C", "C", "H", "H", "H", "H", "H", "H", "H", "H", "H", "H", "H", "H", "H", "H", "H", "H", "H", "H", "H", "H", "C", "C", "C", "N", "C", "C", "C", "C", "C", "C", "H", "H", "H", "H", "H", "H", "H", "H", "H", "H", "H", "H", "H", "H", "H", "H", "H", "H", "H", "H"],
  "positions_angstrom": [[0.8323, 0.2526, -0.1689], [0.1607, 1.0046, -1.2510], [0.4149, -1.1409, -0.2544], [2.2932, 0.3486, -0.1949], [0.3884, 0.8393, 1.1314], [-0.9482, -0.2137, 6.4774], [0.4889, -0.4834, 6.0675], [1.0659, 0.3942, 4.9538], [2.4344, -0.0281, 4.4569], [3.0437, 1.0663, 3.6293], [3.4560, 2.3436, 4.4252], [4.3191, 1.9428, 5.6054], [3.6917, 0.8486, 6.4680], [3.4163, -0.3498, 5.5503], [2.2758, -1.2314, 3.5588], [-1.3445, -0.9831, 7.1293], [-1.5401, -0.1463, 5.5595], [-0.9406, 0.7879, 6.9137], [0.5031, -1.5101, 5.6791], [1.1012, -0.4638, 6.9711], [1.1951, 1.3944, 5.3608], [0.5051, 0.3046, 4.0215], [2.3035, 1.1689, 2.8256], [3.9609, 0.7240, 3.1497], [2.5710, 2.8713, 4.7869], [3.9817, 2.9970, 3.7316], [4.6474, 2.8033, 6.1851], [5.2092, 1.4283, 5.2248], [2.7071, 1.1361, 6.8486], [4.2767, 0.4979, 7.3138], [3.0827, -1.2985, 5.9805], [4.3052, -0.7351, 5.0404], [1.8334, -2.0553, 4.1093], [3.2425, -1.5338, 3.1591], [1.6999, -0.8889, 2.7002], [-0.2224, 4.0824, 4.7184], [0.2426, 3.8633, 3.2684], [0.0690, 5.0749, 2.3650], [0.4862, 4.8495, 0.9191], [-0.6634, 4.1609, 0.2550], [-0.5545, 4.0637, -1.2676], [-0.4331, 5.4461, -1.8353], [0.8020, 6.1397, -1.2316], [0.7341, 6.2317, 0.3120], [1.7392, 4.0325, 0.6783], [-0.3322, 3.1984, 5.3325], [-1.0845, 4.7392, 4.6030], [0.5755, 4.7062, 5.1337], [-0.3298, 3.0337, 2.8338], [1.2653, 3.4916, 3.1875], [0.6148, 5.9468, 2.7392], [-0.9335, 5.5016, 2.3206], [-1.5947, 4.6834, 0.4844], [-0.8254, 3.1518, 0.6403], [-1.4225, 3.5674, -1.6993], [0.3343, 3.4795, -1.5045], [-1.2887, 6.0863, -1.5850], [-0.4697, 5.4526, -2.9259], [0.9119, 7.1291, -1.6741], [1.7019, 5.5826, -1.5083], [-0.1580, 6.8503, 0.4254], [1.6127, 6.6024, 0.8280], [2.4706, 4.5251, 1.3166], [1.9122, 3.5872, -0.2918], [1.5727, 3.1132, 1.2579], [5.0976, 1.5264, -1.2014], [4.7977, 1.8048, -2.6942], [3.6674, 0.9883, -3.2979], [2.7831, 1.6509, -4.3586], [3.6685, 2.3573, -5.3674], [2.8080, 3.2277, -6.2859], [1.7471, 4.1698, -5.7102], [1.0033, 3.4997, -4.5442], [1.8615, 2.6375, -3.5956], [1.9290, 0.6123, -4.9885], [4.2342, 1.6603, -0.5457], [5.9109, 2.1344, -0.8136], [5.3273, 0.4725, -1.0316], [5.6406, 1.7236, -3.3835], [4.6617, 2.8906, -2.7318], [2.9375, 0.6239, -2.5684], [4.0339, 0.1348, -3.8699], [4.3269, 3.0109, -4.7985], [4.2802, 1.6195, -5.8810], [3.4760, 3.8024, -6.9329], [2.3607, 2.5655, -7.0347], [2.1942, 5.0531, -5.2487], [1.1417, 4.5510, -6.5281], [0.6515, 4.2970, -3.8879], [0.1683, 2.8431, -4.7907], [2.5329, 3.1087, -2.8792], [1.2331, 1.9610, -3.0103], [1.3846, 0.1393, -4.1644], [2.5680, -0.2335, -5.2553], [1.2896, 0.9554, -5.7902], [-6.4147, 1.1767, -1.0581], [-5.0055, 0.7323, -1.3012], [-4.9311, -0.0840, -2.5973], [-3.6023, -0.7896, -2.8710], [-2.5488, 0.2350, -3.3416], [-2.8845, 0.7296, -4.7457], [-3.0116, -0.4341, -5.7261], [-4.1534, -1.3598, -5.3044], [-3.7969, -1.8908, -3.9172], [-3.0959, -1.5099, -1.6593], [-6.6014, 2.0317, -1.7098], [-6.5067, 1.5874, -0.0518], [-7.1581, 0.3935, -1.1995], [-4.5065, 0.1810, -0.5012], [-4.3750, 1.6263, -1.3714], [-5.2723, 0.4740, -3.4616], [-5.5563, -0.9579, -2.4017], [-2.6162, 0.9464, -2.5189], [-1.5441, -0.1819, -3.2764], [-3.8433, 1.2323, -4.8799], [-2.0682, 1.3719, -5.0757], [-3.1297, -0.2167, -6.7904], [-2.0620, -0.9833, -5.8017], [-5.0882, -0.8051, -5.2652], [-4.1386, -2.2409, -5.9431], [-4.5778, -2.5232, -3.4905], [-2.9141, -2.5271, -3.9690], [-2.2627, -2.1741, -1.8654], [-3.8676, -2.1072, -1.1643], [-2.8375, -0.8501, -0.8310], [-2.3260, -1.0082, 2.4827], [-3.6699, -1.7611, 2.4234], [-3.7029, -2.8271, 3.5195], [-4.8657, -3.8182, 3.4136], [-4.6938, -4.7322, 2.2274], [-5.6815, -5.9092, 2.2790], [-5.4346, -6.6783, 3.5941], [-5.8233, -5.8026, 4.7475], [-4.9252, -4.5791, 4.7599], [-6.2030, -3.1127, 3.3361], [-2.1753, -0.2780, 1.6916], [-1.5107, -1.7282, 2.3680], [-2.2231, -0.6141, 3.4953], [-3.7867, -2.1021, 1.3889], [-4.4635, -1.0092, 2.4518], [-3.8333, -2.3171, 4.4729], [-2.8340, -3.4795, 3.5532], [-3.7375, -5.2322, 2.3795], [-4.8784, -4.0898, 1.3713], [-5.5056, -6.6308, 1.4771], [-6.7159, -5.6356, 2.0602], [-4.3709, -6.9459, 3.5722], [-5.8500, -7.6829, 3.5083], [-5.6375, -6.3850, 5.6533], [-6.8736, -5.5100, 4.7590], [-3.9067, -4.9768, 4.7972], [-5.1260, -3.9285, 5.6061], [-6.2290, -2.4761, 2.4493], [-6.0935, -2.3174, 4.0764], [-7.0323, -3.7968, 3.4285], [0.2708, -2.9200, -4.5467], [1.6575, -3.3512, -4.0970], [1.7453, -2.9880, -2.6204], [3.1258, -3.3057, -1.9990], [4.1798, -2.2622, -2.3139], [5.4258, -2.4019, -1.4124], [5.0865, -2.4472, 0.0492], [4.0437, -3.5267, 0.4498], [2.8607, -3.3749, -0.5113], [3.6582, -4.6415, -2.4991], [-0.4623, -3.7211, -4.4386], [0.2553, -2.5598, -5.5766], [-0.1410, -2.0828, -3.9703], [2.3705, -2.7410, -4.6535], [1.7438, -4.4211, -4.2645], [0.9845, -3.4643, -2.0063], [1.6426, -1.9129, -2.4662], [3.6758, -1.3126, -2.1290], [4.3497, -2.2766, -3.3894], [6.0792, -1.5377, -1.5471], [5.9877, -3.2155, -1.8770], [4.7385, -1.4660, 0.3825], [5.9971, -2.6445, 0.6181], [3.8408, -3.5491, 1.5147], [4.5424, -4.4712, 0.2074], [2.4038, -2.4360, -0.1872], [2.0988, -4.1439, -0.3914], [4.3611, -4.9966, -1.7508], [4.0573, -4.4742, -3.4899], [2.8173, -5.3248, -2.3877]],
  "forces_ev_per_a": [[-1.3, 0.8, 1.6], [0.3, 0.5, -1.1], [-0.3, -1.7, -0.2], [1.4, 0.1, -0.9], [-0.1, 0.2, 0.5], [0.5, 1.3, -1.1], [0.5, -1.5, -0.4], [0.1, -0.2, 0.4], [1.2, -0.7, 0.4], [-0.3, 1.0, -0.5], [-1.1, -1.1, 0.0], [0.9, -0.6, 0.3], [-1.3, -0.7, -0.8], [0.2, -1.2, 0.0], [0.2, 0.6, -0.2], [0.1, 0.1, 0.2], [-0.3, -0.1, 0.2], [-0.6, -0.2, 0.4], [0.2, -0.1, 0.3], [0.2, 0.0, -0.2], [-0.3, 0.2, -0.6], [-0.5, 0.7, 0.3], [0.2, 0.7, 0.0], [-0.1, -0.6, 0.2], [0.0, 0.1, -0.1], [0.1, 0.0, 0.0], [-0.1, 0.0, 0.0], [0.3, 0.5, -0.1], [0.2, 0.3, 0.3], [0.3, 0.3, -0.1], [-0.4, 0.5, 0.7], [0.2, 0.7, -0.1], [-0.1, 0.1, 0.0], [0.2, 0.1, 0.3], [-0.4, -0.2, 0.0], [1.3, 1.7, -1.4], [-0.6, -1.5, -0.7], [0.9, 0.6, 0.6], [-0.5, 0.2, -1.2], [-1.5, -0.9, -0.9], [0.3, 0.4, 0.3], [0.0, 1.2, 0.3], [0.8, -0.5, -0.3], [-1.2, -0.5, -1.5], [-0.9, -1.2, 3.4], [-0.4, -0.1, -0.2], [-0.4, -0.4, 0.8], [-0.3, 0.0, 0.6], [-0.1, 0.1, -0.1], [0.1, 0.3, 0.3], [0.6, -0.3, 0.0], [-0.3, -0.6, -0.1], [0.3, 0.4, 0.1], [0.7, 0.0, 0.3], [0.0, -0.3, 0.4], [-0.3, -0.2, -0.2], [-0.2, -0.3, 0.2], [0.5, 0.1, 0.1], [0.1, 0.1, 0.3], [0.1, 0.0, -0.1], [0.1, 0.0, 1.0], [0.0, 0.3, -0.2], [0.8, 0.2, -1.1], [0.2, 1.1, -0.4], [-0.2, -0.1, -0.3], [-0.2, -0.9, -0.2], [0.3, 1.0, 0.2], [-1.1, -0.5, -0.6], [0.3, 1.0, 0.5], [-1.1, 1.2, 0.6], [0.4, -0.4, -1.6], [0.8, -0.6, 1.1], [0.2, -0.1, 0.8], [0.6, -0.8, -0.9], [0.6, -1.3, 1.2], [-0.2, 0.3, -0.4], [0.2, 0.0, -0.3], [0.3, 0.0, -0.1], [0.4, -0.4, 0.5], [-0.7, 0.0, -0.1], [0.2, 0.1, 0.3], [0.4, -0.1, 0.4], [0.0, -0.1, 0.1], [-0.2, -0.1, -0.2], [0.2, 0.1, 0.3], [-0.3, 0.0, 0.2], [0.4, 0.0, -0.3], [-0.4, -0.2, 0.2], [-0.4, -0.2, -0.2], [-0.2, 0.3, -0.5], [-0.1, 0.6, -0.3], [-0.1, 0.2, 0.2], [-0.6, 0.5, -0.1], [0.2, 0.4, -0.8], [0.1, 0.2, 0.0], [-0.2, 0.6, 0.4], [1.7, 0.2, -0.6], [0.1, -1.2, 1.2], [1.2, -0.4, -0.5], [-1.2, -0.1, 0.5], [0.1, -0.3, -0.9], [0.6, -0.9, -0.7], [1.5, -0.1, 1.0], [-1.0, 0.1, 0.2], [-0.4, 0.1, 1.4], [-0.4, -0.3, -0.2], [-0.1, -0.2, 0.0], [0.0, 0.1, 0.0], [-0.7, -0.2, 0.2], [-0.1, 0.0, -0.2], [0.1, -0.1, -0.1], [-0.5, 0.2, -0.4], [0.3, 0.5, -0.4], [-0.1, -0.4, 0.0], [0.2, 0.6, 0.7], [-0.2, 0.3, 0.1], [-0.4, 1.0, 0.3], [-0.1, -0.3, 0.6], [-0.2, -0.3, -0.4], [-0.7, 0.1, -0.2], [-0.1, 0.0, -0.1], [0.3, 0.4, 0.1], [0.1, 0.3, -0.4], [-0.4, -0.1, -0.8], [0.6, 0.4, -0.6], [0.1, -1.1, 0.5], [0.5, 0.7, -1.1], [-1.4, 0.0, -0.6], [-1.5, 0.4, 1.2], [-1.0, -0.9, 0.8], [0.1, -0.6, -0.2], [-0.3, -0.2, -1.8], [0.1, -0.4, 0.5], [1.3, -1.2, -0.8], [1.6, 1.7, -0.3], [-0.1, 0.3, 0.2], [0.0, 0.0, -0.1], [0.1, 0.5, -0.2], [0.2, -0.8, 0.2], [-0.2, -0.2, 0.8], [0.1, -0.1, 0.1], [0.3, 0.3, -0.1], [0.4, 0.7, -0.7], [0.7, -0.2, -0.3], [0.6, 0.4, -0.3], [-0.1, 0.2, 0.6], [0.2, 0.4, 0.5], [-0.8, 0.3, 0.5], [-0.1, 0.5, 0.3], [-0.1, -0.3, -0.1], [0.1, 0.2, 0.6], [0.0, 0.5, -0.4], [-0.2, -0.7, -0.5], [-0.8, -0.5, 0.6], [0.0, 0.1, 0.1], [-0.9, 0.4, -0.3], [-0.7, 0.8, 0.6], [1.5, 0.2, -0.2], [0.4, -0.7, 0.3], [-0.9, 1.1, 0.7], [-0.4, 0.1, -1.7], [-0.1, -0.6, 1.5], [1.7, -0.4, -2.7], [-0.7, 0.6, 1.6], [-1.0, 0.5, 1.6], [0.1, -0.1, -0.2], [0.0, -0.4, -0.1], [0.3, 0.0, 0.2], [0.3, -0.5, -0.1], [0.5, 0.1, -0.2], [0.1, -0.2, 0.0], [-0.2, 0.0, 0.1], [0.0, 0.0, 0.4], [0.4, -0.4, 0.0], [-0.2, 0.1, -0.4], [0.2, -0.4, 0.9], [-0.1, 0.1, -0.2], [0.1, 0.1, -0.1], [-0.6, 0.2, -0.1], [0.0, -0.2, 0.5], [-0.4, 0.2, -0.7], [0.1, -0.2, 0.0], [0.5, 0.1, -0.5], [0.0, -0.5, -0.1], [0.1, -0.2, -0.7]]
}

***

(2)
{
  "formula": "C15H18O",
  "method": "wB97M-V/def2-TZVPD",
  "smiles": "CCc1ccc(O)cc1.Cc1ccccc1",
  "e_lumo_ev": 0.76,
  "spin_multiplicity": 1,
  "relative_energy_ev": 3.064,
  "e_homo_ev": -8.469,
  "species": ["C", "C", "C", "C", "C", "C", "C", "C", "O", "H", "H", "H", "H", "H", "H", "H", "H", "H", "H", "C", "C", "C", "C", "C", "C", "C", "H", "H", "H", "H", "H", "H", "H", "H"],
  "positions_angstrom": [[-1.0155, -1.2539, -3.1493], [-1.6497, -2.4236, -3.8919], [-0.5887, -1.5654, -1.7547], [-1.5667, -1.2210, -0.8521], [0.6337, -2.0877, -1.3958], [-1.2546, -1.3227, 0.4685], [0.8548, -2.4111, -0.0351], [-0.1871, -2.1125, 0.8674], [0.0542, -2.1860, 2.2463], [-0.1679, -0.8518, -3.7348], [-1.8700, -0.5834, -3.1434], [-2.1220, -2.0661, -4.8698], [-2.5256, -0.7413, -1.2028], [1.4845, -2.4212, -2.1448], [-1.7624, -0.8045, 1.4438], [1.7244, -2.9471, 0.1147], [1.0055, -2.3189, 2.3894], [-2.4250, -2.9734, -3.3089], [-0.9306, -3.1412, -4.3680], [1.5464, 1.6727, -0.2133], [0.0092, 3.0199, 1.2354], [0.9531, 1.9892, 1.1219], [-0.2595, 3.6382, 2.4972], [0.1043, 2.8839, 3.6447], [1.5206, 1.4921, 2.3322], [1.1155, 2.0297, 3.4639], [-0.3330, 3.4356, 0.3016], [-0.9467, 4.3791, 2.6148], [2.4645, 2.1813, -0.1730], [0.8643, 2.2060, -1.0677], [-0.3371, 3.2852, 4.5706], [2.4292, 0.8428, 2.2780], [1.7429, 1.6914, 4.3551], [1.4348, 0.6859, -0.6398]],
  "forces_ev_per_a": [[0.2, -0.6, -1.3], [-0.1, -1.1, -2.5], [-0.6, 0.4, -1.8], [-1.0, 1.2, 0.5], [1.7, -1.4, 0.1], [-1.4, 0.2, 4.3], [-2.9, 0.8, -1.9], [2.8, 1.3, 0.7], [-0.1, -0.3, -0.7], [-0.5, 0.0, 0.1], [0.5, 0.8, 0.2], [0.1, -0.1, 1.4], [1.3, -0.5, 0.5], [-2.1, 1.0, 1.3], [0.6, -1.4, -2.9], [1.6, -0.9, 1.2], [-0.5, 0.0, -0.1], [0.7, 0.4, -0.3], [-0.3, 0.2, 1.1], [-3.9, 1.4, -2.4], [1.1, 0.8, 0.9], [-0.5, -0.2, 1.1], [0.5, -5.0, -0.7], [-1.8, 4.5, -1.1], [1.4, -0.4, -4.6], [2.3, -2.4, 5.4], [-0.2, 0.3, 0.0], [-1.7, 2.2, 0.0], [1.7, -0.1, -0.7], [1.7, -0.6, 2.0], [0.9, -0.7, -0.1], [-1.0, 0.5, 0.1], [-1.3, 0.3, -0.8], [0.9, -0.7, 0.7]]
}

***

(3)
{
  "formula": "C5H12O2",
  "method": "wB97M-V/def2-TZVPD",
  "smiles": "CCCCC=O.O",
  "e_lumo_ev": 0.81,
  "spin_multiplicity": 1,
  "relative_energy_ev": 2.842,
  "e_homo_ev": -9.540,
  "species": ["O", "C", "C", "C", "C", "C", "H", "H", "H", "H", "H", "H", "H", "H", "H", "H", "H", "H", "O"],
  "positions_angstrom": [[0.9871, 1.6073, 0.8610], [1.4652, 0.6902, 1.5344], [0.7541, -0.7958, 1.6239], [-0.5917, -0.9709, 1.0223], [-0.8179, -0.1017, -0.0952], [-1.5165, -0.6076, -1.3505], [2.3526, 1.1055, 2.1717], [0.7054, -0.9918, 2.7039], [1.5239, -1.4745, 1.0956], [-1.3243, -0.8991, 1.8446], [-0.7250, -1.9915, 0.6067], [0.1451, 0.4260, -0.5168], [-1.3305, 0.8930, 0.1961], [-2.6055, -1.0110, -1.1091], [-0.9945, -1.4960, -1.8077], [-1.7777, 0.1939, -2.0393], [1.0283, 1.3436, -1.7443], [1.7985, 2.2792, -2.4726], [0.9233, 1.8012, -2.5245]],
  "forces_ev_per_a": [[1.3, -1.5, 1.3], [-1.6, 1.9, -0.3], [3.7, 0.9, 0.2], [-0.6, -1.9, 1.1], [-0.1, 5.5, -3.9], [-2.7, -2.1, 0.8], [-0.9, -1.9, -0.5], [0.5, -0.3, -0.3], [-1.0, 0.8, 1.1], [-0.1, 0.2, -0.6], [0.4, 0.1, 0.7], [-1.7, -1.8, 1.0], [0.5, -1.6, -0.2], [2.0, 0.5, -0.1], [-0.4, 1.1, 0.1], [0.7, -0.1, -0.3], [-0.3, -2.0, 2.9], [-1.4, -0.3, -0.7], [1.8, 2.4, -2.3]]
}